44
Properties=species:S:1:pos:R:3:mulliken_charge:R:1 method="wB97M-V/def2-TZVPD" multiplicity=1 lumo_ev=0.53 max_force_ev_per_a=1.91 homo_energy_ev=-2.51 total_charge=-1 relative_energy_kcal_mol=0.0
P 0.18299 -2.24539 1.18092 0.025
P -2.34332 2.33984 0.44199 0.887
O -1.47149 3.00705 1.56288 -0.515
O 3.29258 2.60421 2.68547 -0.777
O 1.10448 2.05007 1.12098 -0.847
O -2.30613 -0.25804 -1.37139 -0.511
O 3.89503 1.71610 -2.60570 -0.733
O -1.41581 2.38969 -0.85748 -0.465
O -3.65897 2.96604 0.24075 -0.775
O 6.13951 1.94114 -1.00256 -0.753
N -1.82027 -2.74692 -0.62997 -0.083
C -2.42849 0.56859 0.90365 -0.809
C -1.65342 -0.29964 -0.09270 0.355
C 1.03211 -3.20266 -0.14671 -1.206
C 5.02161 2.02682 -0.47598 0.427
C 3.48162 2.35028 1.48316 0.477
C 4.75887 2.26049 0.88882 -0.833
C 2.47906 1.86541 -0.76178 -0.182
C 3.76872 1.85979 -1.38990 0.265
C -3.14196 -2.53491 -1.30899 -0.703
C -3.45902 -1.04150 -1.46237 -0.360
C 1.20850 -0.78361 1.42360 -0.631
C -1.49585 -1.73959 0.43946 -0.472
C 2.25240 2.08857 0.58288 0.336
H -1.09834 -2.70810 -1.34850 0.386
H -3.02360 -2.95161 -2.30935 0.387
H 2.22694 -1.16656 1.53763 0.421
H 0.58811 -4.18492 -0.29847 0.319
H -1.98930 0.48072 1.90008 0.528
H 5.59504 2.39024 1.56911 0.360
H -4.25412 -0.72389 -0.78088 0.254
H 1.63410 1.68296 -1.42550 0.336
H -1.96269 2.57676 -1.63155 0.327
H -0.69053 0.18912 -0.24115 0.116
H -2.22341 -1.90683 1.23374 0.300
H -3.92498 -3.11087 -0.82127 0.331
H -3.84295 -0.90832 -2.47251 0.438
H -0.48799 2.81464 1.43562 0.510
H 2.06648 -3.29088 0.18079 0.424
H -3.48152 0.29122 0.98181 0.454
H -1.84008 -3.65339 -0.16612 0.401
H 1.08423 -2.65779 -1.09916 0.392
H 0.95513 -0.24440 2.33195 0.415
H 1.24668 -0.09990 0.57468 -0.217

---

25
Properties=species:S:1:pos:R:3:mulliken_charge:R:1 method="wB97M-V/def2-TZVPD" multiplicity=1 lumo_ev=-12.08 max_force_ev_per_a=3.34 homo_energy_ev=-14.30 total_charge=+2 relative_energy_kcal_mol=188.6
Sn -1.13900 -0.52417 3.68374 1.611
O -4.47427 -3.12955 0.53713 -0.623
O 2.70009 2.90702 2.27364 -0.655
O 1.03850 -1.42622 -1.06324 -0.603
N 4.69417 3.96758 2.36489 -0.358
N 2.99666 4.75221 3.52040 -0.402
N -5.36706 -4.24287 -1.17965 -0.395
N 1.98889 -1.96900 -2.93143 -0.343
N 2.09459 0.14209 -2.30960 -0.366
N -5.87172 -2.11528 -1.00141 -0.372
C 1.65171 -1.07176 -2.06216 0.735
C -5.16456 -3.16764 -0.47714 0.698
C 3.41734 3.79096 2.65060 0.685
H 2.57750 0.38554 -3.16261 0.191
H 2.59859 -1.52781 -3.60503 0.168
H 5.18158 4.78740 2.69717 0.175
H -4.85498 -5.02006 -0.78740 0.240
H 5.24516 3.29332 1.85316 0.207
H -6.20197 -4.25596 -1.74786 0.221
H 1.91163 0.84806 -1.61086 0.216
H -5.95807 -1.20450 -0.57347 0.195
H 1.63467 -2.91371 -2.97773 0.219
H -6.39285 -2.32413 -1.84099 0.170
H 2.05637 4.58436 3.84871 0.195
H 3.63702 5.43416 3.90114 0.187